[1]
{
  "formula": "C49H62BN12OS",
  "method": "wB97M-V/def2-TZVPD",
  "gap_ev": 3.81,
  "total_charge": 1,
  "homo_energy_ev": -9.00,
  "e_lumo_ev": -5.2,
  "symbols": ["C", "C", "C", "N", "N", "C", "C", "S", "C", "C", "C", "B", "O", "N", "C", "C", "C", "C", "C", "H", "H", "H", "H", "H", "H", "H", "H", "H", "H", "H", "H", "H", "H", "H", "H", "H", "N", "C", "C", "C", "C", "H", "H", "H", "H", "H", "N", "C", "C", "C", "C", "H", "H", "H", "H", "H", "N", "C", "C", "C", "C", "H", "H", "H", "H", "H", "N", "C", "C", "C", "C", "H", "H", "H", "H", "H", "N", "C", "C", "C", "C", "H", "H", "H", "H", "H", "N", "C", "C", "C", "C", "H", "H", "H", "H", "H", "N", "C", "C", "C", "C", "H", "H", "H", "H", "H", "N", "C", "C", "C", "C", "H", "H", "H", "H", "H", "N", "C", "C", "C", "C", "H", "H", "H", "H", "H"],
  "coordinates": [[3.803, 0.247, -1.925], [3.816, -0.113, -3.068], [3.993, -0.547, -4.417], [4.509, 0.293, -5.291], [4.732, 0.075, -6.578], [4.419, -1.142, -6.974], [4.697, -1.413, -8.429], [6.327, -2.218, -8.612], [7.113, -1.128, -9.834], [6.525, -1.345, -11.260], [3.871, -2.171, -6.158], [3.503, -3.630, -6.714], [4.351, -4.334, -7.535], [2.191, -4.142, -6.324], [1.278, -4.116, -7.486], [2.348, -5.528, -5.842], [3.629, -1.858, -4.816], [3.087, -2.733, -3.838], [2.549, -3.424, -3.020], [3.797, 0.383, -0.864], [4.776, 1.216, -4.962], [3.894, -1.972, -8.912], [4.782, -0.460, -8.956], [8.179, -1.344, -9.847], [6.977, -0.090, -9.530], [6.293, -0.391, -11.734], [5.617, -1.941, -11.206], [7.257, -1.850, -11.889], [4.971, -4.900, -7.059], [0.243, -4.105, -7.136], [1.389, -4.991, -8.136], [1.419, -3.229, -8.110], [3.215, -5.592, -5.175], [1.472, -5.845, -5.273], [2.507, -6.243, -6.656], [2.137, -4.010, -2.231], [0.287, -0.771, -1.132], [-0.383, 0.206, -0.446], [-1.190, -0.409, 0.473], [-1.000, -1.812, 0.334], [-0.084, -2.002, -0.664], [0.946, -0.613, -1.872], [-0.232, 1.249, -0.668], [-1.846, 0.094, 1.165], [-1.483, -2.594, 0.897], [0.332, -2.901, -1.080], [-2.239, -2.058, 3.780], [-2.682, -3.334, 3.996], [-2.871, -3.490, 5.344], [-2.532, -2.258, 5.966], [-2.147, -1.396, 4.976], [-2.014, -1.665, 2.885], [-2.824, -4.019, 3.178], [-3.216, -4.387, 5.831], [-2.568, -2.030, 7.019], [-1.813, -0.372, 5.018], [-3.613, 1.815, 3.929], [-3.604, 2.449, 2.715], [-3.823, 3.783, 2.938], [-3.968, 3.958, 4.340], [-3.832, 2.727, 4.924], [-3.482, 0.829, 4.066], [-3.445, 1.901, 1.801], [-3.871, 4.551, 2.184], [-4.150, 4.882, 4.861], [-3.874, 2.424, 5.956], [0.828, 5.496, 0.194], [0.142, 6.467, 0.872], [-0.671, 5.849, 1.783], [-0.467, 4.450, 1.655], [0.464, 4.262, 0.667], [1.495, 5.664, -0.536], [0.290, 7.509, 0.647], [-1.339, 6.343, 2.468], [-0.952, 3.674, 2.225], [0.897, 3.362, 0.262], [-0.634, -5.343, -11.516], [0.559, -4.725, -11.773], [0.372, -3.376, -11.617], [-0.986, -3.176, -11.247], [-1.579, -4.409, -11.193], [-0.793, -6.333, -11.564], [1.431, -5.293, -12.047], [1.124, -2.617, -11.756], [-1.472, -2.235, -11.049], [-2.589, -4.699, -10.958], [-4.486, 6.399, 0.110], [-3.385, 7.143, -0.215], [-3.738, 8.464, -0.147], [-5.105, 8.519, 0.242], [-5.538, 7.229, 0.393], [-4.519, 5.397, 0.136], [-2.451, 6.669, -0.465], [-3.089, 9.300, -0.350], [-5.701, 9.403, 0.392], [-6.498, 6.832, 0.675], [-5.820, 5.663, 7.617], [-5.885, 5.368, 8.952], [-6.601, 4.209, 9.090], [-6.982, 3.788, 7.786], [-6.484, 4.705, 6.900], [-5.358, 6.462, 7.224], [-5.419, 6.004, 9.684], [-6.828, 3.718, 10.021], [-7.555, 2.913, 7.530], [-6.543, 4.757, 5.826], [0.234, -1.221, 8.703], [0.247, -0.588, 7.491], [0.017, 0.744, 7.712], [-0.138, 0.921, 9.115], [0.001, -0.308, 9.699], [0.365, -2.207, 8.833], [0.415, -1.138, 6.581], [-0.034, 1.509, 6.955], [-0.332, 1.845, 9.633], [-0.046, -0.611, 10.732], [2.420, -3.548, 10.206], [2.672, -4.614, 11.028], [3.767, -5.271, 10.535], [4.193, -4.572, 9.372], [3.345, -3.512, 9.197], [1.677, -2.889, 10.333], [2.055, -4.811, 11.887], [4.214, -6.153, 10.960], [5.030, -4.818, 8.740], [3.320, -2.738, 8.449]]
}

---

[2]
{
  "formula": "C3H4N2S2",
  "method": "wB97M-V/def2-TZVPD",
  "gap_ev": 8.04,
  "relative_energy_kcal_mol": 33.3,
  "smiles": "S=C/N=C\\NC=S",
  "homo_energy_ev": -9.10,
  "e_lumo_ev": -1.1,
  "symbols": ["C", "C", "C", "H", "H", "H", "H", "N", "N", "S", "S"],
  "coordinates": [[1.351, -0.318, 1.537], [0.447, -0.365, -0.741], [-1.732, 0.423, -1.279], [1.084, 0.259, 2.424], [-0.413, 0.524, 0.886], [1.396, -0.809, -1.062], [-2.583, -0.096, -1.725], [0.407, -0.035, 0.584], [-0.550, -0.162, -1.519], [2.617, -1.337, 1.539], [-2.023, 1.916, -0.645]]
}

---

[3]
{
  "formula": "C41H61BiN4O6PS2Te2",
  "method": "wB97M-V/def2-TZVPD",
  "gap_ev": 6.25,
  "relative_energy_kcal_mol": 0.0,
  "total_charge": -1,
  "homo_energy_ev": -4.12,
  "e_lumo_ev": 2.1,
  "symbols": ["Bi", "Te", "C", "C", "C", "C", "C", "C", "C", "S", "O", "O", "O", "H", "H", "H", "H", "H", "H", "H", "O", "O", "C", "N", "C", "C", "O", "N", "C", "C", "H", "H", "H", "H", "H", "H", "H", "H", "H", "H", "H", "H", "C", "C", "C", "C", "N", "C", "S", "N", "C", "H", "H", "H", "H", "H", "H", "H", "H", "C", "C", "C", "C", "P", "C", "C", "C", "C", "C", "C", "C", "C", "C", "C", "H", "H", "H", "H", "H", "H", "H", "H", "H", "H", "H", "H", "H", "H", "H", "H", "H", "H", "H", "H", "H", "H", "H", "C", "C", "C", "C", "C", "C", "Te", "C", "C", "C", "H", "H", "H", "H", "H", "H", "H", "H", "H", "H", "H"],
  "coordinates": [[-1.355, -1.291, 0.544], [-0.858, -2.171, 3.004], [-6.160, -3.692, 6.148], [-5.787, -3.183, 4.781], [-5.489, -1.836, 4.589], [-5.125, -1.356, 3.343], [-5.062, -2.229, 2.266], [-5.348, -3.572, 2.437], [-5.712, -4.041, 3.691], [-4.588, -1.630, 0.665], [-5.803, -1.210, -0.005], [-3.681, -0.490, 0.947], [-3.872, -2.725, 0.019], [-7.084, -3.230, 6.503], [-5.379, -3.464, 6.875], [-6.307, -4.772, 6.139], [-5.519, -1.157, 5.434], [-4.855, -0.319, 3.202], [-5.254, -4.246, 1.596], [-5.920, -5.096, 3.828], [1.020, -1.207, -0.378], [1.083, -1.739, -1.718], [-4.578, -2.506, -3.863], [-5.323, -1.382, -3.311], [-6.627, -1.745, -2.758], [-4.526, -0.438, -2.685], [-3.318, -0.625, -2.558], [-5.089, 0.739, -2.285], [-4.354, 1.537, -1.311], [-6.457, 1.125, -2.538], [-5.252, -3.084, -4.494], [-4.172, -3.147, -3.074], [-3.749, -2.148, -4.469], [-6.674, -2.831, -2.668], [-7.452, -1.420, -3.396], [-6.749, -1.350, -1.752], [-3.286, 1.448, -1.491], [-4.552, 1.204, -0.290], [-4.651, 2.580, -1.421], [-6.794, 0.717, -3.489], [-6.497, 2.213, -2.607], [-7.147, 0.811, -1.749], [3.142, 0.619, -1.998], [2.043, 1.555, -1.609], [1.926, 2.842, -2.102], [0.851, 3.606, -1.649], [-0.014, 3.151, -0.753], [0.173, 1.905, -0.287], [-0.846, 1.334, 0.988], [1.165, 1.101, -0.717], [0.616, 4.991, -2.180], [3.607, 0.927, -2.933], [2.756, -0.394, -2.093], [3.893, 0.607, -1.204], [2.620, 3.223, -2.839], [1.199, -0.226, -0.478], [0.608, 4.986, -3.271], [1.417, 5.661, -1.859], [-0.333, 5.369, -1.808], [6.234, 0.360, 3.626], [5.428, 0.701, 2.372], [5.923, -0.217, 1.245], [5.712, 2.155, 1.984], [3.551, 0.437, 2.402], [3.479, -1.271, 3.078], [3.802, -1.661, 4.380], [3.787, -2.998, 4.748], [3.455, -3.973, 3.816], [3.106, -3.599, 2.529], [3.103, -2.258, 2.172], [2.739, 1.546, 3.690], [3.501, 1.942, 4.955], [1.435, 0.836, 4.076], [2.353, 2.830, 2.937], [7.301, 0.477, 3.404], [6.076, -0.673, 3.932], [6.001, 1.011, 4.467], [6.971, 0.010, 1.023], [5.340, -0.089, 0.330], [5.856, -1.266, 1.537], [6.773, 2.269, 1.738], [5.489, 2.841, 2.803], [5.128, 2.469, 1.116], [4.068, -0.920, 5.119], [4.032, -3.278, 5.766], [3.439, -5.017, 4.103], [2.787, -4.343, 1.811], [2.751, -1.963, 1.190], [3.842, 1.085, 5.534], [2.831, 2.523, 5.597], [4.364, 2.572, 4.733], [1.612, -0.037, 4.705], [0.878, 0.497, 3.199], [0.797, 1.533, 4.627], [3.224, 3.377, 2.571], [1.799, 3.492, 3.610], [1.708, 2.598, 2.087], [2.843, 2.548, -7.016], [2.085, 1.677, -6.049], [0.906, 2.115, -5.461], [0.205, 1.328, -4.553], [-1.060, 1.868, -3.938], [0.698, 0.054, -4.233], [-0.442, -1.112, -2.872], [1.868, -0.420, -4.840], [2.436, -1.795, -4.594], [2.546, 0.409, -5.728], [2.359, 3.517, -7.135], [2.906, 2.080, -8.000], [3.864, 2.720, -6.672], [0.524, 3.101, -5.705], [-1.252, 2.884, -4.285], [-0.996, 1.877, -2.847], [-1.932, 1.257, -4.184], [1.948, -2.318, -3.778], [3.499, -1.730, -4.354], [2.339, -2.402, -5.497], [3.463, 0.045, -6.185]]
}

---

[4]
{
  "formula": "C2HBrFN",
  "method": "wB97M-V/def2-TZVPD",
  "gap_ev": [8.88, 9.44],
  "relative_energy_kcal_mol": 92.9,
  "homo_energy_ev": [-9.26, -11.07],
  "e_lumo_ev": [-0.4, -1.6],
  "symbols": ["C", "C", "N", "F", "Br", "H"],
  "coordinates": [[1.415, -1.656, 0.682], [2.104, -0.918, -0.199], [0.889, -2.541, 1.240], [2.196, -1.349, -1.450], [3.196, 0.518, 0.307], [-0.303, 0.346, 0.985]]
}